Entry from OMol25: a molecular structure, C3H4N2O (wB97M-V/def2-TZVPD).

Calculated values
Highest occupied orbital energy (alpha / beta) (eV): -8.0 / -8.0
Energy above the lowest of the compared OMol25 structures with the same formula, charge and spin (kcal/mol): 134.8
Orbital gap (alpha / beta) (Eh): 0.3143 / 0.3143

Geometry as ORCA input:
```
! RIJCOSX wB97M-V def2-TZVPD def2/J DEFGRID3
* xyz 0 1
O -0.11670 -0.81103 1.76300
N -1.18716 -0.89718 1.14617
N 1.65492 -0.18958 -0.37892
C 0.50448 0.41635 -0.31126
C -0.59968 1.06571 -0.29388
C -1.31507 -0.19112 -0.02070
H 2.22328 -0.16396 -1.21453
H -2.13483 -0.51239 -0.65841
H 1.91743 -0.80189 0.38653
H -0.94668 2.08509 -0.41798
*
```

Atom charges from the natural (NBO) analysis, given in e for atoms 1 to 5: number 1, O, carries -0.46; number 2, N, carries 0.07; number 3, N, carries -0.77; number 4, C, carries 0.40; number 5, C, carries -0.30



Entry from OMol25: 2 unconnected molecules or ions with the total composition C7H9NS (wB97M-V/def2-TZVPD).

Calculated values
Highest occupied orbital energy (eV): -8.2
Energy above the lowest of the compared OMol25 structures with the same formula, charge and spin (kcal/mol): 48.9
Orbital gap (Eh): 0.3012
SMILES: Cn1cccc1.C=C=S

Geometry as ORCA input:
```
! RIJCOSX wB97M-V def2-TZVPD def2/J DEFGRID3
* xyz 0 1
S 2.99613 -0.24904 0.09256
N -0.84052 0.68428 1.24335
C 3.22062 0.61260 -1.19380
C 0.00601 1.59135 0.56835
C -1.09934 0.25953 -0.94669
C -1.44385 -0.15936 0.29267
C -0.22462 1.42377 -0.76577
C 3.36667 1.32229 -2.24584
C -0.61483 0.34359 2.64185
H -2.02771 -1.01737 0.68352
H -1.43815 -0.06093 -1.89500
H 0.22553 1.85096 -1.55626
H 0.17406 -0.41053 2.82978
H 3.26753 1.14247 -3.25988
H -0.52110 1.20778 3.19659
H 0.51562 2.22332 1.28043
H -1.48790 -0.36272 2.96989
H 3.88532 2.25482 -2.21292
*
```

Atom charges from the natural (NBO) analysis, given in e for atoms 1 to 5: number 1, S, carries 0.14; number 2, N, carries -0.36; number 3, C, carries -0.02; number 4, C, carries -0.06; number 5, C, carries -0.29



Entry from OMol25: 7 unconnected molecules or ions with the total composition C23H46N4O9 (wB97M-V/def2-TZVPD).

Calculated values
Highest occupied orbital energy (eV): -9.1
Orbital gap (Eh): 0.3453
SMILES: COC(=O)OC.COCCOCCOC.COCCOCCOC.CC#N.CC#N.CC#N.CC#N

Geometry as ORCA input:
```
! RIJCOSX wB97M-V def2-TZVPD def2/J DEFGRID3
* xyz 0 1
O 0.66408 -2.58009 -0.10093
O -0.36041 -2.48226 2.00780
O 3.57881 -0.70509 2.41275
O -5.42091 -2.76572 -5.28254
O 6.40542 0.03534 2.70607
O -1.38854 -2.71659 0.07052
O -5.65335 -0.20102 -4.21397
O -4.97788 0.27429 -1.43235
O 9.43371 0.34156 2.28446
N -4.06390 1.74620 2.99182
N -0.52042 4.55112 0.20592
N -1.05932 0.97678 -1.13639
N 2.63754 -1.47592 -4.30689
C -1.39349 1.47340 1.42447
C 1.96230 -0.37478 -2.00078
C -6.82568 -3.21561 -5.34003
C 10.51019 0.41918 1.33434
C -5.16138 1.11067 -0.36458
C -2.61913 -2.88571 0.74334
C -4.37439 1.00461 -2.51229
C -6.17619 0.34520 3.40818
C 4.60386 -1.49908 2.99598
C 0.40232 4.98211 0.67528
C -5.23299 -1.58873 -6.10563
C 2.67711 0.10579 3.24629
C 8.48565 1.41415 2.28732
C -5.95616 -0.30729 -5.56804
C -4.97697 1.13694 3.18451
C -4.37021 0.18841 -3.85769
C 2.28085 -1.00887 -3.33008
C 7.30513 0.99208 3.31815
C 5.73321 -0.69282 3.64724
C 1.97660 -2.68558 0.38125
C -0.34294 -2.53546 0.77036
C 1.53054 5.59025 1.32913
C -1.18608 1.19604 -0.01611
H -6.02798 -0.50239 4.07729
H -0.38436 1.47144 1.83647
H -5.79654 0.52268 -6.25635
H -2.85521 -1.99044 1.31854
H 1.19340 6.35051 2.03372
H 7.78945 0.65188 4.23347
H -5.87621 0.64423 0.31333
H -2.68878 -3.79380 1.34218
H 11.15875 -0.42558 1.56639
H 6.40402 -1.32908 4.22455
H 2.11085 4.92527 1.96876
H -3.37228 -2.81707 -0.04161
H 1.95712 0.70732 -2.13169
H -4.17434 -1.33213 -6.06666
H 3.16614 0.60479 4.08292
H -7.02952 -3.30735 -6.40686
H 10.11769 0.39314 0.31780
H -7.06124 0.96761 3.54013
H -7.51957 -2.62285 -4.74401
H -5.50715 -1.74680 -7.14868
H 2.79562 -0.69988 -1.37790
H 1.87892 -0.52801 3.63268
H -1.85708 2.45292 1.54157
H -6.49815 -0.13820 2.48581
H -2.03659 0.69721 1.83927
H 5.15855 -0.05699 4.32072
H 6.78348 1.88082 3.67330
H 2.30501 0.91341 2.61591
H 4.04571 -2.05583 3.74871
H 2.03115 6.06643 0.48606
H -5.68390 2.04457 -0.57169
H -3.95544 0.86177 -4.60780
H -3.33954 1.10079 -2.18373
H 8.03141 1.55071 1.30594
H -6.98248 -0.55547 -5.83853
H 2.11428 -3.51471 1.07529
H 11.11726 1.31616 1.45683
H -3.72988 -0.68709 -3.75006
H -4.86979 1.94544 -2.75212
H 2.24355 -1.74790 0.86868
H -4.23116 1.37408 0.13883
H 9.01013 2.32004 2.59129
H -6.88328 -4.21893 -4.91795
H 2.67509 -2.79470 -0.44839
H 1.06629 -0.83651 -1.58596
H 5.07947 -2.22536 2.33689
*
```

Atom charges from the Mulliken analysis, given in e for atoms 1 to 5: number 1, O, carries -0.31; number 2, O, carries -0.63; number 3, O, carries -0.31; number 4, O, carries -0.34; number 5, O, carries -0.27



Entry from OMol25: 2 unconnected molecules or ions with the total composition C4H12 (wB97M-V/def2-TZVPD).

Calculated values
Highest occupied orbital energy (alpha / beta) (eV): 1.6 / -7.5
Energy above the lowest of the compared OMol25 structures with the same formula, charge and spin (kcal/mol): 25.4
Orbital gap (alpha / beta) (Eh): 0.0984 / 0.4400
<S²>: 0.7502

Geometry as ORCA input:
```
! RIJCOSX wB97M-V def2-TZVPD def2/J DEFGRID3
* xyz -1 2
C -0.62253 -2.21790 -1.06934
C 1.02086 1.89099 1.91196
C -0.24933 -0.94192 -1.93884
C -0.15844 1.23675 1.10234
H 1.38870 1.26450 2.61879
H 0.18041 0.91772 0.07759
H 0.68377 2.79815 2.51117
H -0.31233 -0.02319 -1.27806
H -0.96925 1.92415 1.05906
H 0.70347 -0.93342 -2.35584
H -0.96718 -0.81397 -2.72363
H 1.69899 2.35159 1.15980
H -0.24987 -3.09033 -1.54875
H 0.09635 -2.25992 -0.19384
H -1.64527 -2.25325 -0.98842
H -0.55120 0.31043 1.62541
*
```

Atom charges from the natural (NBO) analysis, given in e for atoms 1 to 5: number 1, C, carries -0.74; number 2, C, carries -0.85; number 3, C, carries -0.78; number 4, C, carries -0.89; number 5, H, carries 0.19



Entry from OMol25: 2 unconnected molecules or ions with the total composition C2H7O2 (wB97M-V/def2-TZVPD).

Calculated values
Highest occupied orbital energy (eV): -3.5
Energy above the lowest of the compared OMol25 structures with the same formula, charge and spin (kcal/mol): 2.7
Orbital gap (Eh): 0.2969

Geometry as ORCA input:
```
! RIJCOSX wB97M-V def2-TZVPD def2/J DEFGRID3
* xyz -1 1
O -1.30408 1.60180 -0.89263
O 0.73820 0.51009 -0.10017
C 0.20973 -1.43203 1.25559
C 0.62785 -0.85425 -0.11216
H 1.58900 -1.31908 -0.36766
H 0.32472 -2.51113 1.27118
H -0.06881 -1.22350 -0.88314
H 0.87788 -0.98716 1.99792
H -0.19969 1.00696 -0.45746
H -0.82672 -1.17659 1.48105
H -1.14060 2.30670 -1.52314
*
```

Atom charges from the natural (NBO) analysis, given in e for atoms 1 to 5: number 1, O, carries -1.22; number 2, O, carries -0.83; number 3, C, carries -0.63; number 4, C, carries -0.03; number 5, H, carries 0.11



Values for maximum force, eV/Å, ordered as above
0.48 4.92 4.76 4.89 0.59